[1]
{
  "formula": "BrCaCl4",
  "method": "the ωB97M-V functional and the def2-TZVPD basis",
  "species": ["Ca", "Cl", "Cl", "Cl", "Cl", "Br"],
  "coordinates": [[0.023, 0.045, -0.036], [-1.529, 2.621, -2.587], [-2.518, -2.737, -2.167], [1.268, -3.301, 1.879], [3.752, 1.521, -0.646], [-0.996, 1.852, 3.557]],
  "mulliken_charge": [1.6055, -0.9018, -0.9506, -0.9155, -0.9262, -0.9113],
  "e_lumo_ha": 0.225,
  "spin_multiplicity": 1,
  "charge": -3,
  "homo_ha": -0.025,
  "de_lowest_kcal_mol": 81.8
}

---

[2]
{
  "formula": "C32H48ClO28",
  "method": "the ωB97M-V functional and the def2-TZVPD basis",
  "species": ["Cl", "O", "O", "O", "O", "C", "C", "C", "O", "C", "O", "O", "H", "H", "H", "H", "H", "H", "C", "C", "C", "O", "C", "O", "O", "H", "H", "H", "H", "H", "H", "C", "C", "C", "O", "C", "O", "O", "H", "H", "H", "H", "H", "H", "C", "C", "C", "O", "C", "O", "O", "H", "H", "H", "H", "H", "H", "C", "C", "C", "O", "C", "O", "O", "H", "H", "H", "H", "H", "H", "C", "C", "C", "O", "C", "O", "O", "H", "H", "H", "H", "H", "H", "C", "C", "C", "O", "C", "O", "O", "H", "H", "H", "H", "H", "H", "C", "C", "C", "O", "C", "O", "O", "H", "H", "H", "H", "H", "H"],
  "coordinates": [[0.632, 0.058, 0.373], [0.843, 0.800, -0.818], [1.379, 0.640, 1.427], [-0.782, -0.050, 0.635], [1.098, -1.267, 0.280], [-4.953, 4.555, -1.635], [-4.110, 3.394, -1.955], [-4.760, 2.029, -2.025], [-4.365, 1.495, -3.258], [-3.630, 2.395, -3.948], [-3.280, 2.268, -5.109], [-3.468, 3.518, -3.244], [-5.648, 4.354, -0.820], [-5.559, 4.699, -2.530], [-4.370, 5.472, -1.554], [-3.366, 3.345, -1.160], [-5.842, 2.152, -1.968], [-4.311, 1.404, -1.254], [-3.461, -4.900, -0.182], [-3.788, -4.335, -1.593], [-2.655, -3.720, -2.433], [-2.936, -4.355, -3.681], [-3.804, -5.293, -3.589], [-4.363, -5.824, -4.574], [-4.243, -5.391, -2.363], [-4.323, -5.046, 0.468], [-2.846, -4.226, 0.415], [-2.966, -5.851, -0.378], [-4.636, -3.652, -1.646], [-1.710, -3.960, -1.945], [-2.743, -2.637, -2.511], [2.848, -3.645, 4.626], [2.196, -5.027, 4.805], [0.674, -4.872, 5.202], [0.006, -5.789, 4.433], [0.820, -6.299, 3.556], [0.439, -7.106, 2.708], [2.101, -5.727, 3.611], [2.197, -3.012, 4.023], [3.745, -3.648, 4.008], [3.042, -3.181, 5.593], [2.762, -5.683, 5.467], [0.271, -3.910, 4.887], [0.455, -4.995, 6.263], [1.410, 0.480, -6.701], [1.788, 1.908, -6.229], [3.305, 2.037, -5.848], [3.630, 3.243, -6.397], [2.579, 3.684, -7.174], [2.607, 4.673, -7.825], [1.590, 2.846, -7.171], [1.806, -0.266, -6.011], [1.947, 0.230, -7.616], [0.326, 0.379, -6.744], [1.135, 2.119, -5.382], [3.838, 1.291, -6.436], [3.574, 1.869, -4.805], [1.193, 5.811, -2.402], [2.679, 6.182, -2.163], [2.824, 6.917, -0.956], [3.839, 6.298, -0.213], [4.246, 5.194, -0.929], [5.049, 4.345, -0.551], [3.566, 5.075, -2.021], [0.811, 5.217, -1.571], [1.069, 5.172, -3.276], [0.537, 6.628, -2.704], [3.038, 6.874, -2.925], [1.922, 6.927, -0.343], [3.161, 7.914, -1.239], [1.706, -8.713, -1.998], [1.368, -7.280, -2.455], [2.494, -6.375, -2.625], [2.440, -5.974, -3.996], [1.313, -6.459, -4.591], [0.777, -5.996, -5.578], [0.790, -7.385, -3.773], [2.229, -8.776, -1.044], [2.266, -9.346, -2.686], [0.726, -9.126, -1.757], [0.612, -6.839, -1.806], [3.421, -6.929, -2.481], [2.302, -5.594, -1.889], [-3.276, 0.279, 4.970], [-2.044, -0.356, 5.543], [-0.930, 0.467, 6.202], [-0.616, -0.330, 7.278], [-1.589, -1.091, 7.657], [-1.523, -1.779, 8.707], [-2.517, -1.059, 6.719], [-3.069, 0.745, 4.007], [-3.568, 1.081, 5.648], [-4.066, -0.466, 4.868], [-1.618, -1.067, 4.835], [-1.204, 1.477, 6.508], [-0.152, 0.548, 5.442], [0.640, 4.985, 3.076], [1.519, 5.153, 4.352], [2.394, 6.453, 4.502], [2.010, 6.953, 5.739], [0.932, 6.282, 6.202], [0.276, 6.581, 7.185], [0.647, 5.234, 5.380], [0.076, 5.893, 2.860], [-0.046, 4.138, 3.077], [1.285, 4.685, 2.251], [2.196, 4.301, 4.408], [2.277, 7.211, 3.727], [3.464, 6.254, 4.565]],
  "mulliken_charge": [1.5616, -0.5863, -0.6642, -0.6561, -0.6524, -1.5302, 0.5830, -0.3535, -0.3204, 0.6646, -0.5899, -0.3750, 0.3732, 0.3833, 0.3414, 0.2432, 0.2576, 0.3217, -1.3358, 0.3718, -0.3095, -0.2902, 0.6943, -0.6488, -0.3568, 0.3413, 0.3790, 0.3454, 0.2779, 0.2714, 0.2601, -1.3806, 0.5254, -0.3469, -0.2900, 0.6852, -0.6053, -0.3495, 0.3556, 0.3485, 0.3471, 0.2668, 0.1432, 0.2975, -1.5506, 0.4416, -0.3475, -0.3407, 0.6340, -0.5619, -0.3030, 0.4042, 0.3709, 0.3545, 0.2534, 0.2904, 0.3525, -1.3916, 0.6639, -0.4236, -0.3582, 0.6580, -0.5888, -0.2775, 0.3495, 0.2638, 0.3708, 0.1830, 0.2612, 0.2921, -1.5125, 0.5100, -0.2734, -0.3516, 0.6744, -0.5416, -0.3629, 0.4089, 0.3574, 0.3617, 0.1620, 0.2783, 0.2901, -1.4670, 0.5880, -0.4499, -0.3067, 0.7370, -0.6453, -0.3592, 0.3891, 0.3593, 0.3366, 0.2162, 0.2992, 0.3028, -1.3948, 0.5386, -0.3616, -0.3413, 0.6069, -0.5677, -0.3097, 0.3521, 0.3529, 0.3592, 0.2747, 0.2129, 0.2778],
  "e_lumo_ha": 0.061,
  "spin_multiplicity": 1,
  "charge": -1,
  "homo_ha": -0.246,
  "de_lowest_kcal_mol": 95.5
}

---

[3]
{
  "formula": "C9H18NO9P2Y",
  "method": "the ωB97M-V functional and the def2-TZVPD basis",
  "species": ["Y", "P", "O", "O", "O", "O", "P", "O", "O", "O", "O", "C", "C", "C", "C", "C", "C", "N", "O", "C", "C", "C", "H", "H", "H", "H", "H", "H", "H", "H", "H", "H", "H", "H", "H", "H", "H", "H", "H", "H"],
  "coordinates": [[-2.177, 2.417, -0.640], [-2.771, 3.179, -3.106], [-3.599, 3.730, -1.903], [-2.787, 1.741, -2.628], [-1.361, 3.344, -2.514], [-3.254, 3.639, -4.490], [-2.306, 3.837, 1.531], [-2.416, 4.793, 2.768], [-1.335, 2.604, 1.380], [-1.903, 4.463, 0.130], [-3.588, 3.288, 0.900], [1.294, 0.323, 1.798], [1.666, -0.163, 0.356], [2.801, -1.305, 0.418], [2.140, -2.602, 0.907], [1.073, -3.031, -0.026], [-0.025, -2.016, -0.219], [0.506, -0.641, -0.472], [-0.481, 0.383, -0.818], [-0.967, -2.516, -1.409], [-0.914, -2.085, 1.057], [2.394, 1.035, -0.277], [1.234, -0.459, 2.555], [0.340, 0.848, 1.847], [1.924, 1.111, 2.210], [3.287, -1.405, -0.553], [3.637, -1.103, 1.088], [1.848, -2.412, 1.940], [2.725, -3.522, 0.887], [0.665, -3.940, 0.415], [1.608, -3.256, -0.949], [-1.238, -3.572, -1.376], [-1.885, -1.935, -1.494], [-0.381, -2.586, -2.326], [-1.411, -1.121, 1.160], [-1.616, -2.905, 1.214], [-0.265, -2.236, 1.919], [1.687, 1.864, -0.295], [2.640, 0.771, -1.306], [3.208, 1.445, 0.321]],
  "mulliken_charge": [0.9972, 0.6258, -0.5872, -0.5664, -0.5762, -0.9206, 0.5368, -0.9392, -0.3502, -0.5548, -0.6342, -1.4801, 1.6798, -1.2331, -0.6206, -1.1459, 1.6084, 0.0211, -0.0673, -1.7947, -1.7178, -1.8876, 0.2524, 0.1889, 0.4451, 0.4522, 0.3284, 0.3070, 0.3428, 0.3338, 0.3837, 0.4092, 0.3908, 0.4361, 0.2869, 0.4080, 0.3698, 0.3991, 0.4634, 0.4091],
  "e_lumo_ha": [0.205, 0.205],
  "spin_multiplicity": 2,
  "charge": -3,
  "homo_ha": [0.124, 0.126],
  "de_lowest_kcal_mol": 31.6
}